{
  "formula": "C26H21AlCl2GeO2S4Sb",
  "method": "ωB97M-V/def2-TZVPD",
  "spin_multiplicity": 1,
  "charge": -1,
  "gap_ev": 4.6444,
  "de_lowest_ev": 1.557,
  "symbols": ["Al", "Cl", "C", "C", "C", "C", "O", "C", "C", "O", "C", "H", "H", "H", "H", "S", "Sb", "S", "S", "S", "Ge", "C", "C", "C", "C", "C", "C", "C", "C", "C", "C", "C", "C", "H", "H", "H", "H", "H", "H", "H", "H", "H", "H", "H", "Cl", "C", "C", "C", "C", "C", "C", "C", "H", "H", "H", "H", "H", "H"],
  "positions_angstrom": [[-0.5521, 2.0233, 0.7328], [0.3384, 6.4133, -4.8853], [0.2102, 5.5776, -3.3684], [0.1078, 6.3227, -2.1841], [0.0087, 5.6998, -0.9657], [-0.0054, 4.2892, -0.8636], [-0.0652, 3.7367, 0.3086], [0.1028, 3.5555, -2.0761], [0.1844, 2.1335, -2.0509], [0.0562, 1.4377, -1.0321], [0.2197, 4.2128, -3.3175], [0.1172, 7.4029, -2.2443], [-0.0614, 6.2662, -0.0473], [0.3964, 1.6138, -2.9922], [0.3284, 3.6259, -4.2209], [0.4521, 0.1990, 6.4857], [0.6266, -1.3808, 4.8706], [-0.2186, -0.9453, 1.1461], [0.6697, 0.7461, 2.0290], [2.7581, -1.8742, 4.2684], [1.5616, -1.8154, 0.1146], [1.4441, -1.3685, -1.8075], [2.5914, -1.0946, -2.5444], [2.5226, -0.7740, -3.8951], [1.2945, -0.7444, -4.5397], [0.1380, -1.0195, -3.8190], [0.2174, -1.3152, -2.4657], [1.5207, -3.7499, 0.3059], [0.6858, -4.5371, -0.4838], [0.6516, -5.9139, -0.3262], [1.4596, -6.5195, 0.6263], [2.2892, -5.7448, 1.4235], [2.3169, -4.3663, 1.2670], [2.8377, -1.2071, 0.6905], [3.5622, -1.1202, -2.0611], [3.4301, -0.5621, -4.4464], [1.2369, -0.5125, -5.5963], [-0.8277, -0.9956, -4.3106], [-0.6975, -1.4897, -1.9092], [0.0617, -4.0802, -1.2460], [-0.0023, -6.5144, -0.9468], [1.4324, -7.5948, 0.7547], [2.8952, -6.2076, 2.1913], [2.9200, -3.7680, 1.9377], [-1.4413, 3.2892, 3.1822], [-2.3573, 1.7956, 3.3261], [-2.4888, 1.2321, 4.5791], [-3.1736, 0.0300, 4.6888], [-3.6875, -0.5742, 3.5529], [-3.5098, 0.0043, 2.3064], [-2.8344, 1.2144, 2.1529], [-2.5185, 1.8022, 0.8198], [-1.9954, 1.6747, 5.4329], [-3.2526, -0.4480, 5.6555], [-4.2014, -1.5235, 3.6321], [-3.8750, -0.5006, 1.4201], [-2.9635, 2.7986, 0.7175], [-2.9167, 1.1648, 0.0272]],
  "mulliken_charge": [0.212, -0.240, 0.141, -0.498, -0.681, 0.129, -0.603, 0.677, 0.600, 0.059, -0.854, 0.400, 0.449, 0.001, 0.501, -0.670, 0.443, -0.181, -0.280, -0.649, 0.378, 0.150, -0.432, -0.550, -0.449, -0.787, -0.059, 0.311, -0.132, -0.620, -0.356, -0.597, -0.281, -0.051, 0.374, 0.403, 0.399, 0.374, 0.410, 0.269, 0.375, 0.356, 0.387, 0.206, -0.237, 1.156, -0.818, -0.403, -0.747, -0.239, -0.163, -0.976, 0.471, 0.379, 0.349, 0.332, 0.454, 0.406]
}